# 1
A molecular structure, C3H5N3S2, computed with the ωB97M-V functional and the def2-TZVPD basis.

LUMO = -0.51 eV
E_HOMO = -8.876 eV
Calculated total energy = -29330.325 eV
ΔE to the lowest compared entry with this formula, charge and spin = 54.9 kcal/mol

ORCA input file:
```
! wB97M-V def2-TZVPD RIJCOSX def2/J DEFGRID3
* xyz 0 1
C 1.26635 0.27321 -0.78584
C -1.25110 -0.22919 0.85127
C -1.50380 0.14948 -0.59991
H 2.29741 0.79480 -2.38467
H 1.94928 -0.32753 0.95410
H 0.32174 -1.32577 1.74516
H -2.00835 -0.87200 1.16126
H -1.34722 0.60674 1.64494
N 2.35432 0.58938 -1.33282
N 1.08417 0.08826 0.68962
N 0.09486 -0.90027 0.81654
S -2.99326 0.48538 -1.15722
S -0.26440 0.66751 -1.60240
*
```

Atom charges from the natural (NBO) analysis, given in e for atoms 1 to 4: 0.264 -0.308 -0.332 0.367

=====

# 2
A gas-phase ion, C3H5N4S (charge -1), computed with the ωB97M-V functional and the def2-TZVPD basis.

LUMO = 3.89 eV
Structure (SMILES) = Cc1nnc(N)n1[S-]
E_HOMO = -2.882 eV
Calculated total energy = -19988.438 eV
ΔE to the lowest compared entry with this formula, charge and spin = 3.5 kcal/mol

ORCA input file:
```
! wB97M-V def2-TZVPD RIJCOSX def2/J DEFGRID3
* xyz -1 1
C -0.91281 -0.33841 0.00940
C 1.28773 -0.48231 -0.01457
C -2.29824 0.31148 0.02557
N -0.50332 -1.60936 -0.13736
N 0.85316 -1.63056 -0.22404
N 0.18427 0.45274 0.18921
N 2.67937 -0.21072 0.09258
S 0.27306 2.14553 0.30471
H -2.44793 0.87149 -0.87610
H -3.09825 -0.33408 0.33178
H -2.30217 1.17887 0.71998
H 3.17682 -0.98844 -0.21263
H 3.10830 0.63376 -0.20852
*
```

Atom charges from the natural (NBO) analysis, given in e for atoms 1 to 4: 0.319 0.474 -0.668 -0.379

=====

# 3
C3H5N5 in the gas phase, computed with the ωB97M-V functional and the def2-TZVPD basis.

LUMO = -0.25 eV
Structure (SMILES) = [H]/N=C1C=N/C(=N/N)N/1
E_HOMO = -8.659 eV
Calculated total energy = -10640.765 eV
ΔE to the lowest compared entry with this formula, charge and spin = 48.6 kcal/mol

ORCA input file:
```
! wB97M-V def2-TZVPD RIJCOSX def2/J DEFGRID3
* xyz 0 1
C -0.36842 0.51821 -0.43918
C 1.01141 -1.09894 0.47632
C 0.94059 -1.15943 -0.98496
H -2.57208 2.70874 0.04280
H -2.03303 1.52496 1.28028
H 0.20312 0.44779 1.68095
H 1.28685 -1.82106 2.25858
H 1.30580 -2.07860 -1.54231
N -1.76133 2.14538 0.45372
N -1.22459 1.42977 -0.63253
N 0.23473 0.03864 0.76002
N 1.48988 -1.96485 1.22034
N 0.16243 -0.26906 -1.52061
*
```

Atom charges from the natural (NBO) analysis, given in e for atoms 1 to 4: 0.452 0.352 0.049 0.384

=====

# 4
C3H5N5 in the gas phase, computed with the ωB97M-V functional and the def2-TZVPD basis.

LUMO = -0.07 eV
Structure (SMILES) = [H]/N=c1/nnn(C=C)[nH]1
E_HOMO = -9.041 eV
Calculated total energy = -10638.291 eV
ΔE to the lowest compared entry with this formula, charge and spin = 105.7 kcal/mol

ORCA input file:
```
! wB97M-V def2-TZVPD RIJCOSX def2/J DEFGRID3
* xyz 0 1
C -2.90779 0.19893 -0.20009
C -1.91503 -0.60977 -0.08169
C 1.63204 -0.01054 -0.14725
H -3.76781 -0.31371 -0.85269
H -3.03178 1.25722 -0.01788
H -2.10434 -1.61751 -0.27969
H 3.09595 -1.05330 -0.27839
H 0.69256 -1.62385 0.79190
N -0.61022 -0.27897 0.39224
N -0.30296 1.00279 0.30418
N 0.91202 1.23797 -0.10867
N 2.89172 -0.14015 -0.18475
N 0.57517 -0.98172 0.05571
*
```

Atom charges from the natural (NBO) analysis, given in e for atoms 1 to 4: -0.402 -0.051 0.480 0.214

=====

# 5
C3H5N5 in the gas phase, computed with the ωB97M-V functional and the def2-TZVPD basis.

LUMO = 0.54 eV
Structure (SMILES) = NN1C=NC=NN=C1
E_HOMO = -9.478 eV
Calculated total energy = -10637.674 eV
ΔE to the lowest compared entry with this formula, charge and spin = 119.9 kcal/mol

ORCA input file:
```
! wB97M-V def2-TZVPD RIJCOSX def2/J DEFGRID3
* xyz 0 1
C 0.06201 -1.01795 -0.54398
C -2.04278 -0.55359 0.32129
C 0.06997 1.24305 -0.43912
H 2.10021 -0.17390 1.52249
H 2.52140 0.71674 -0.13524
H 0.85299 -1.74822 -0.97721
H -2.64230 -1.17039 1.07525
H 0.74446 2.05930 -0.69387
N 1.98589 -0.17176 0.32671
N 0.61997 0.05171 0.13475
N -1.16307 -1.37049 -0.58337
N -1.92663 0.68674 0.55698
N -1.18211 1.44876 -0.56467
*
```

Atom charges from the natural (NBO) analysis, given in e for atoms 1 to 4: 0.289 0.211 0.217 0.378

=====

# 6
C3H5N5 in the gas phase, computed with the ωB97M-V functional and the def2-TZVPD basis.

LUMO = 0.42 eV
Structure (SMILES) = [H]/N=c1/nc[nH]n1/C=N/[H]
E_HOMO = -8.527 eV
Calculated total energy = -10639.702 eV
ΔE to the lowest compared entry with this formula, charge and spin = 73.2 kcal/mol

ORCA input file:
```
! wB97M-V def2-TZVPD RIJCOSX def2/J DEFGRID3
* xyz 0 1
C 0.43914 -0.40117 1.47081
C -0.01972 1.56492 -1.39944
C -0.56346 -0.50945 -0.94873
H 0.59618 -2.17374 2.24535
H 1.08522 0.41576 1.74037
H 0.28114 2.14062 0.56011
H 0.12160 2.57644 -1.90812
H -0.78557 -2.26210 -0.29179
N 0.15264 -1.65421 1.52502
N -0.13670 0.08102 0.25076
N 0.38536 1.41595 -0.15757
N -0.71321 0.56844 -1.87624
N -0.84263 -1.76247 -1.21054
*
```

Atom charges from the natural (NBO) analysis, given in e for atoms 1 to 4: 0.264 0.255 0.489 0.356

=====

# 7
C3H5N5O in the gas phase, computed with the ωB97M-V functional and the def2-TZVPD basis.

LUMO = -0.65 eV
Structure (SMILES) = [H]/N=C\n1nc/c(=N/[H])n1O
E_HOMO = -8.816 eV
Calculated total energy = -12682.958 eV
ΔE to the lowest compared entry with this formula, charge and spin = 146.1 kcal/mol

ORCA input file:
```
! wB97M-V def2-TZVPD RIJCOSX def2/J DEFGRID3
* xyz 0 1
C -1.99314 -0.59467 0.14732
C 0.67954 1.66067 -0.05524
C 1.54426 0.52454 -0.24685
H 0.92135 -1.71310 0.89829
H -1.97880 -1.69922 0.22954
H -3.08733 1.06892 -0.45109
H 1.30952 2.63989 0.33711
H 2.75800 -0.99744 -0.16498
N 0.46715 -0.56556 -0.47027
N -0.65509 0.07236 0.14277
N -3.13211 -0.02325 -0.39771
N -0.54473 1.33349 0.17997
N 2.84660 0.04958 -0.18228
O 0.86479 -1.75622 0.03343
*
```

Atom charges from the natural (NBO) analysis, given in e for atoms 1 to 4: 0.227 -0.124 0.313 0.452

=====

# 8
2 unconnected molecules or ions with the total composition C3H5N5O, computed with the ωB97M-V functional and the def2-TZVPD basis.

LUMO = 0.70 eV
Structure (SMILES) = C#[N+][O-].Cn1cnnn1
E_HOMO = -9.832 eV
Calculated total energy = -12685.547 eV
ΔE to the lowest compared entry with this formula, charge and spin = 86.4 kcal/mol

ORCA input file:
```
! wB97M-V def2-TZVPD RIJCOSX def2/J DEFGRID3
* xyz 0 1
C 0.64948 0.44738 0.92550
C 2.30999 -0.83463 -0.48146
C -3.44804 0.48742 0.26953
N -0.22629 1.38379 0.67155
N -0.12284 1.63619 -0.62901
N 0.75639 0.90763 -1.17287
N -3.17759 -0.60867 0.03656
N 1.28083 0.12610 -0.22479
O -2.89085 -1.70497 -0.29751
H 2.00862 -1.81632 -0.11360
H 2.46349 -0.87863 -1.55772
H 3.23880 -0.53616 0.00774
H 0.84430 -0.01610 1.86879
H -3.68628 1.40699 0.69729
*
```

Atom charges from the natural (NBO) analysis, given in e for atoms 1 to 4: 0.147 -0.415 -0.049 -0.304

=====

# 9
A molecular structure, C3H5NO, computed with the ωB97M-V functional and the def2-TZVPD basis.

LUMO = 0.66 eV
E_HOMO = -8.581 eV
Calculated total energy = -6725.078 eV
ΔE to the lowest compared entry with this formula, charge and spin = 103.6 kcal/mol

ORCA input file:
```
! wB97M-V def2-TZVPD RIJCOSX def2/J DEFGRID3
* xyz 0 1
C -0.59686 -1.35965 -0.16632
C -0.62274 0.83044 0.41658
N 0.73284 0.97370 0.04168
C 1.36091 -0.07723 -0.25649
O 0.78372 -1.30942 -0.17166
H -1.01652 -0.47992 0.65955
H -0.95150 -1.00572 -1.15227
H -1.30801 1.32111 -0.28226
H -0.79748 1.22141 1.42894
H 2.41564 -0.11472 -0.51775
*
```

Atom charges from the natural (NBO) analysis, given in e for atoms 1 to 4: -0.097 -0.279 -0.463 0.409

=====

# 10
A molecular structure, C3H5NO, computed with the ωB97M-V functional and the def2-TZVPD basis.

LUMO = 0.22 eV
E_HOMO = -11.089 eV
Calculated total energy = -6727.069 eV
ΔE to the lowest compared entry with this formula, charge and spin = 57.7 kcal/mol

ORCA input file:
```
! wB97M-V def2-TZVPD RIJCOSX def2/J DEFGRID3
* xyz 0 1
C -0.01504 0.74750 0.95365
C 0.21082 -0.46487 0.00705
C -1.06053 -0.43205 -0.82514
H -0.27375 1.56109 0.24440
H -0.81328 0.40364 1.74152
H 0.95000 0.85900 1.48198
H 0.19224 -1.39367 0.55516
H 1.28363 -0.47885 -1.82990
N -1.86211 -0.68563 -1.68421
O 1.38801 -0.11617 -0.64452
*
```

Atom charges from the natural (NBO) analysis, given in e for atoms 1 to 4: -0.608 0.009 0.228 0.230

=====

Frontier orbital gap readings, ordered: 8.4, 6.8, 8.4, 9.0, 10.0, 8.9, 8.2, 10.5, 9.2, 11.3 eV
Largest force on an atom readings, ordered: 4.00, 5.01, 3.17, 4.97, 4.81, 5.82, 7.31, 1.82, 0.97, 6.94 eV/A